[1]
97
Properties=species:S:1:pos:R:3:forces:R:3:mulliken_charge:R:1 method="wB97M-V/def2-TZVPD" e_lumo_ev=-3.3 charge=+1 multiplicity=1 homo_lumo_gap_ha=0.25538
O 1.222059 -2.175858 -2.049137 0.652 -0.174 -1.156 -0.083
O -2.008458 -2.511275 -5.964344 -0.215 0.691 0.210 -0.386
C 2.395417 -2.657040 -2.980487 -1.051 0.336 0.540 -0.229
C 3.200980 -3.675380 -2.229300 0.368 -0.075 0.347 -1.046
H 2.953384 -1.736978 -3.181157 -0.284 -0.153 0.058 0.427
H 1.928281 -3.036416 -3.901235 0.187 0.256 0.420 0.355
H 3.594378 -3.250167 -1.294648 -0.221 -0.107 -0.204 0.212
H 4.080090 -3.990925 -2.814562 -0.412 0.141 -0.006 0.420
H 2.601638 -4.560699 -2.001229 0.275 0.143 0.033 0.277
C -0.041984 -3.011786 -1.970449 0.043 0.508 0.442 0.542
C -0.057139 -4.210039 -2.864297 0.063 -0.393 -0.683 -1.472
H -0.876732 -2.337265 -2.220231 0.392 -0.013 -0.024 -0.031
H -0.137500 -3.274897 -0.906474 0.216 0.066 -0.403 0.104
H -0.100415 -3.959765 -3.934993 0.068 0.064 0.313 0.329
H -0.991987 -4.745129 -2.665558 0.187 0.003 0.125 0.398
H 0.786371 -4.893978 -2.689561 -0.488 0.188 -0.010 0.330
C -2.973274 -1.997080 -5.054121 -0.093 -0.274 0.071 0.272
C -1.193879 -1.505385 -6.561964 0.435 -0.195 -0.202 0.290
C -3.913339 -3.132622 -4.673791 0.162 0.017 -0.021 -1.248
H -3.551085 -1.178592 -5.519773 0.275 -0.161 0.058 0.456
H -2.482447 -1.593154 -4.137943 -0.122 -0.035 -0.392 -0.166
H -4.262013 -3.669401 -5.564575 0.085 0.234 0.162 0.325
H -4.778603 -2.727964 -4.145934 0.023 -0.100 0.039 0.392
H -3.405708 -3.854246 -4.026247 -0.101 0.056 -0.063 0.222
C -0.903673 -1.917181 -7.998971 0.016 0.085 0.146 -1.413
H -0.236926 -1.436170 -6.000786 -0.376 0.139 -0.110 -0.026
H -1.667006 -0.504932 -6.555563 -0.046 -0.442 0.180 0.242
H -0.333747 -2.850263 -8.022499 -0.053 0.129 -0.031 0.317
H -0.327618 -1.127605 -8.492524 -0.035 -0.180 -0.012 0.392
H -1.837699 -2.074146 -8.546720 0.132 0.078 0.085 0.336
H 1.014398 -1.078751 -2.246557 -0.223 -0.286 -0.189 -0.456
N 1.654349 1.044107 1.122227 -0.134 0.430 -0.143 0.613
C 1.509899 2.332242 1.482506 0.438 -1.249 -0.323 1.175
C 0.356288 3.091092 1.264290 -0.223 0.872 -0.096 -1.595
C -0.966851 2.700454 1.056594 -0.353 -0.996 0.025 1.180
C 2.688754 3.010472 2.125413 0.114 0.546 0.153 -1.515
H 3.578289 2.983643 1.477878 -0.266 -0.140 0.180 0.299
H 2.952798 2.546589 3.088302 -0.097 -0.014 -0.368 0.256
H 2.440531 4.061445 2.323435 0.122 -0.330 -0.052 0.487
C -2.045647 3.750331 1.048846 -0.042 0.574 0.246 -1.742
H -2.735148 3.643502 1.900501 0.212 -0.107 -0.274 0.365
H -2.644784 3.710374 0.127094 0.179 -0.205 0.262 0.265
H -1.600119 4.750842 1.111684 -0.099 -0.272 0.004 0.467
N -1.352453 1.414884 0.910188 0.573 -0.071 -0.442 0.909
C 2.860678 0.289575 1.406418 0.224 -0.339 -0.135 -0.877
C 3.871035 0.145020 0.429687 -0.558 0.043 0.341 1.452
C 3.806085 0.801489 -0.915839 0.257 0.368 -0.517 -0.735
C 4.963709 -0.671868 0.703200 0.110 -0.194 0.370 -0.678
H 5.737262 -0.772251 -0.057782 -0.102 -0.001 0.193 0.517
C 5.078198 -1.337827 1.921400 -0.152 0.169 -0.132 -0.951
H 5.944589 -1.958827 2.126525 -0.107 0.074 -0.032 0.434
C 4.070165 -1.203856 2.872465 0.080 0.012 -0.102 -1.204
H 4.128602 -1.720763 3.829757 0.066 0.061 -0.252 0.444
C 2.951378 -0.415731 2.621738 -0.135 0.189 -0.317 1.093
C 1.830895 -0.363884 3.613759 -0.188 -0.119 0.583 -0.780
C -2.686743 0.976241 1.233248 -0.427 -0.153 -0.266 -0.717
C -3.615434 0.677702 0.214564 0.637 0.250 0.555 0.948
C -3.259108 0.852676 -1.230275 -0.204 -0.075 -0.505 -1.082
C -4.875988 0.222595 0.576873 -0.329 -0.135 -0.112 -0.949
H -5.600783 0.022186 -0.215109 0.164 -0.008 0.250 0.456
C -5.223326 0.027220 1.906818 0.318 0.172 0.143 -0.924
H -6.213440 -0.325578 2.170127 0.070 0.009 -0.045 0.428
C -4.283789 0.282624 2.905710 -0.211 0.012 -0.273 -0.940
H -4.527737 0.120502 3.951980 -0.017 -0.034 -0.152 0.453
C -3.015104 0.747937 2.585012 0.382 0.064 -0.468 0.925
C -1.986970 0.964052 3.654026 0.158 -0.009 0.509 -1.083
Bi 0.073264 -0.108112 -0.065581 -0.021 1.553 0.880 1.737
H 3.638446 0.051450 -1.709934 -0.031 0.286 0.281 0.053
H 4.776205 1.272157 -1.150291 -0.359 -0.132 0.079 0.555
H 3.035476 1.578071 -0.994481 0.139 -0.294 0.033 -0.488
H 1.565600 0.662035 3.907458 0.014 -0.231 -0.145 0.202
H 2.127259 -0.900083 4.525501 -0.111 0.178 -0.205 0.515
H 0.927979 -0.866938 3.229144 0.339 0.306 0.101 0.012
H -3.938919 0.247386 -1.851757 0.280 0.237 0.149 0.424
H -2.227353 0.532933 -1.466755 -0.326 0.188 -0.003 -0.025
H -3.363345 1.899346 -1.562203 0.146 -0.338 0.137 0.302
H -1.022563 0.498643 3.396628 -0.324 0.190 -0.001 -0.010
H -2.333798 0.514054 4.595143 0.135 0.165 -0.252 0.494
H -1.809909 2.032746 3.849433 0.019 -0.226 -0.092 0.287
H 0.493439 4.170145 1.371607 -0.036 -0.438 0.053 0.247
C 0.679946 0.437121 -2.717557 -0.275 -0.340 0.654 0.505
Si 0.406197 2.175266 -3.400573 0.171 -0.303 -0.227 0.206
H 1.756082 0.291547 -2.907104 -0.183 -0.098 -0.519 -0.253
H 0.005672 -0.137106 -3.376522 0.463 -0.095 -0.352 -0.117
C 1.482319 2.255053 -4.948883 0.021 0.079 0.115 -1.203
C 0.918176 3.526312 -2.212507 0.097 0.447 0.054 -0.911
C -1.366674 2.400871 -3.979196 -0.174 0.073 0.028 -0.893
H -1.762433 1.463703 -4.395848 0.047 0.161 0.101 0.151
H -1.399098 3.147052 -4.786450 0.028 -0.133 0.205 0.435
H -2.046741 2.743518 -3.189628 0.120 -0.100 -0.152 0.214
H 2.480825 1.852091 -4.733329 -0.116 0.142 -0.118 0.317
H 1.591358 3.282147 -5.319377 0.007 -0.182 0.014 0.356
H 1.039679 1.648803 -5.750453 0.094 0.081 0.139 0.266
H 1.798111 3.250809 -1.617575 -0.157 0.020 -0.081 0.139
H 0.119106 3.811023 -1.515392 0.137 -0.147 -0.095 0.162
H 1.191295 4.436006 -2.770656 -0.102 -0.225 0.118 0.510
Br -0.809139 -2.016069 1.527708 -0.361 -0.761 0.571 -0.667

***

[2]
123
Properties=species:S:1:pos:R:3:forces:R:3:mulliken_charge:R:1 method="wB97M-V/def2-TZVPD" e_lumo_ev=0.5 multiplicity=1 smiles=COC[C@H](C)N.COC[C@H](C)N.COC[C@H](C)N.COCCNCCOC.CC(C)O.CC(C)O.CC(C)O.CC(C)O relative_energy_kcal_mol=0.0 homo_lumo_gap_ha=0.33461
C -0.170307 -3.892533 3.237272 -0.302 -0.537 -0.303 -0.575
O 0.254521 -4.186330 4.547306 0.068 0.198 -0.140 -0.371
C 0.914401 -3.117206 5.166896 0.604 0.278 0.327 -0.652
C 1.201057 -3.500800 6.611601 -0.233 0.044 0.313 0.546
C -0.082913 -3.760128 7.392111 -0.051 0.129 -0.402 -1.421
N 1.937204 -2.404453 7.255476 0.742 -0.024 0.540 -0.699
H -1.048859 -3.242137 3.218789 0.104 0.188 0.054 0.260
H -0.455881 -4.845923 2.790626 -0.059 0.047 -0.016 0.329
H 0.609892 -3.467290 2.598297 0.127 0.157 0.204 0.190
H 1.883775 -2.902833 4.691036 -0.034 -0.130 -0.212 0.264
H 0.369515 -2.164599 5.126556 -0.355 -0.154 0.053 0.276
H 1.802842 -4.414714 6.578460 -0.086 -0.121 0.058 0.259
H -0.695440 -2.854486 7.400051 0.093 0.080 0.102 0.346
H 0.143664 -4.041336 8.420313 -0.075 -0.109 0.012 0.392
H -0.682604 -4.526966 6.904150 0.104 -0.137 0.121 0.358
H 1.788426 -2.411182 8.262746 -0.524 0.026 -0.174 0.246
H 2.941582 -2.580159 7.240434 -0.131 0.104 -0.582 0.252
C -3.230242 0.456894 2.542547 -0.345 -0.309 -0.316 -0.819
O -3.313398 -0.030367 1.210103 0.128 0.434 0.044 -0.082
C -4.603997 0.039370 0.632060 0.126 0.051 0.314 -1.224
C -4.556715 -0.576783 -0.747270 -1.111 -0.893 -0.648 2.299
C -5.851644 -0.280418 -1.501476 -0.437 -0.220 -0.090 -1.943
N -4.413757 -2.064804 -0.677323 0.574 0.800 1.082 -0.539
H -3.735036 -0.223505 3.236423 0.040 -0.039 0.001 0.298
H -3.721394 1.431209 2.613562 0.222 0.123 0.085 0.304
H -2.170775 0.503990 2.780488 -0.027 0.163 0.144 0.150
H -5.296104 -0.513522 1.283066 -0.150 -0.133 -0.190 0.532
H -4.984629 1.067440 0.604788 0.253 0.122 -0.093 0.406
H -3.722860 -0.227403 -1.357043 0.185 0.245 0.312 -1.153
H -6.688652 -0.823412 -1.048279 0.026 0.179 0.268 0.444
H -5.841718 -0.669541 -2.519907 0.361 0.090 -0.033 0.431
H -6.106527 0.779653 -1.535957 0.123 0.020 0.057 0.362
H -3.534466 -2.193298 -0.162754 0.025 -0.433 -0.468 0.076
H -5.100428 -2.387055 0.007859 -0.155 -0.059 -0.297 0.334
C 3.490332 -2.633239 -0.849279 0.136 0.101 0.106 -0.884
O 3.033351 -1.427045 -1.402619 -0.711 0.548 -0.414 -0.242
C 3.923647 -0.352992 -1.250390 1.263 -0.647 0.261 -0.731
C 3.436810 0.947826 -1.871521 -0.549 -0.679 0.009 1.298
C 3.233015 0.742407 -3.370278 -0.601 0.398 0.010 -1.803
N 4.454136 1.966228 -1.581052 0.506 -0.024 -0.944 -0.530
H 2.762089 -3.395356 -1.116875 0.072 -0.065 0.008 0.257
H 3.561459 -2.571109 0.244260 0.014 0.017 -0.020 0.314
H 4.478331 -2.893934 -1.248011 -0.047 -0.090 -0.003 0.372
H 4.212395 -0.267206 -0.193529 -0.272 0.401 0.042 0.156
H 4.873578 -0.616695 -1.752691 0.016 0.043 -0.069 0.544
H 2.477752 1.186826 -1.401663 0.084 0.283 0.028 -0.532
H 2.555940 -0.080916 -3.600982 0.113 -0.119 0.175 0.312
H 4.189042 0.565275 -3.867045 0.010 -0.011 -0.017 0.466
H 2.764280 1.640152 -3.783634 0.203 0.016 -0.151 0.465
H 5.164347 1.773615 -2.295182 0.330 -0.046 0.552 0.298
H 4.193058 2.906485 -1.876434 -0.634 -0.159 0.289 0.220
C 9.772810 2.131221 1.590023 -0.273 0.636 0.643 -0.736
O 8.527924 1.516284 1.847585 0.148 0.122 -0.397 -0.308
C 7.459046 2.353486 1.429541 0.329 -0.025 0.620 -0.434
C 6.172163 1.747682 1.936851 -0.506 -0.342 -0.802 -0.504
N 5.032609 2.490575 1.393945 0.285 -0.123 0.408 -0.251
C 3.765784 1.973919 1.915107 -0.326 0.718 -1.716 -0.361
C 2.637492 2.954363 1.545637 0.456 0.004 0.241 -0.400
O 1.540454 2.684643 2.384138 -0.191 0.284 0.123 -0.315
C 0.495827 3.614062 2.211587 -0.132 -0.357 0.232 -0.905
H 9.939742 2.361877 0.534033 -0.004 -0.340 -0.137 0.287
H 10.567035 1.524690 2.014863 -0.011 -0.230 -0.227 0.262
H 9.794312 3.097090 2.115719 0.135 0.009 -0.025 0.315
H 7.459007 2.453974 0.337461 -0.135 -0.124 -0.082 0.273
H 7.601026 3.363112 1.835005 -0.071 0.012 0.058 0.336
H 6.097639 1.708030 3.023655 0.279 0.245 0.033 0.376
H 6.153912 0.700663 1.586753 0.051 -0.045 0.162 0.144
H 5.031547 2.320561 0.384386 -0.091 0.230 0.219 0.354
H 3.807277 1.830867 2.989650 -0.059 -0.079 0.065 0.564
H 3.518675 1.061963 1.357998 -0.021 -0.498 0.730 -0.248
H 2.322803 2.853767 0.493827 0.124 -0.195 -0.003 0.046
H 3.009059 3.984949 1.635648 -0.096 -0.024 0.326 0.511
H 0.247546 3.721956 1.150408 -0.051 0.113 -0.041 0.309
H 0.725698 4.590095 2.649462 0.199 0.088 -0.161 0.402
H -0.371286 3.225551 2.747248 -0.040 -0.047 -0.089 0.343
C -4.355025 -4.220467 -5.220089 0.201 0.446 -0.041 -1.408
C -4.100391 -3.909136 -3.740467 0.578 0.365 -1.174 0.559
C -2.800236 -3.110388 -3.592345 0.257 -0.210 -0.617 -0.531
O -5.142805 -3.106814 -3.232348 -0.305 -0.301 0.335 -0.598
H -3.608728 -4.931354 -5.582101 -0.081 -0.161 0.124 0.368
H -4.221230 -3.331150 -5.842234 -0.252 0.101 0.111 0.266
H -5.352188 -4.629643 -5.376123 -0.003 -0.029 0.029 0.369
H -4.027285 -4.916113 -3.309601 -0.080 0.282 0.808 0.176
H -1.916510 -3.690944 -3.876296 -0.002 -0.169 0.473 0.543
H -2.724569 -2.674377 -2.599243 0.278 -0.251 0.159 0.006
H -2.778092 -2.286748 -4.312374 -0.374 0.064 0.040 -0.147
H -4.880567 -2.818240 -2.325644 -0.085 -0.147 -0.375 0.437
C -2.597816 3.005304 -0.917864 -0.327 -0.075 0.150 0.183
C -3.547132 3.579609 0.110790 -0.444 0.007 0.751 1.684
C -3.048010 4.779271 0.909756 0.364 0.395 -0.733 -1.347
O -4.785230 3.965955 -0.514258 0.265 -0.403 -0.085 -0.591
H -2.563471 3.625056 -1.813922 0.221 0.055 0.052 0.508
H -2.933024 2.004034 -1.190839 -0.146 0.092 -0.212 -0.727
H -1.617453 2.861992 -0.461939 0.112 0.255 -0.152 -0.063
H -3.781537 2.771080 0.815290 0.161 0.025 0.017 -0.880
H -2.000577 4.728913 1.213259 -0.111 -0.321 0.196 0.146
H -3.684201 4.976720 1.772491 0.052 -0.051 0.061 0.393
H -3.108841 5.644453 0.242457 -0.053 0.058 0.099 0.394
H -5.390478 4.173507 0.205613 -0.094 0.069 -0.159 0.367
C -0.719646 -0.261861 -1.096873 1.066 0.562 -0.542 -0.183
C -0.144052 -1.109502 0.038654 -1.337 -0.785 -0.309 0.901
C 0.555471 -0.267719 1.090032 0.395 -0.222 -0.323 -0.036
O -1.275020 -1.816832 0.630378 0.157 1.146 -0.029 -0.567
H -1.434437 0.477428 -0.739284 -0.117 -0.138 0.254 -0.273
H -1.166119 -0.815081 -1.924133 -0.114 -0.364 0.300 0.068
H 0.080766 0.323870 -1.570777 0.047 -0.022 0.108 0.103
H 0.450063 -1.921854 -0.380468 0.436 0.283 0.122 0.104
H 1.553908 0.025489 0.756144 -0.092 0.187 -0.150 -0.479
H 0.715904 -0.817194 2.017894 -0.241 -0.060 0.010 0.280
H -0.031157 0.632515 1.281963 0.076 0.040 0.158 -0.108
H -1.890909 -1.063951 0.767549 -0.139 -0.866 0.290 0.142
C -1.662904 1.775733 -5.770647 -0.612 0.067 -0.935 -1.459
C -2.290802 0.452321 -5.347454 1.049 -0.038 0.754 0.774
C -3.632641 0.665403 -4.686438 0.534 0.044 0.412 -0.733
O -2.468375 -0.504719 -6.381990 -0.310 0.236 -0.410 -0.531
H -2.290750 2.274673 -6.519233 -0.114 -0.061 0.097 0.373
H -0.695964 1.657254 -6.263594 0.170 -0.082 0.335 0.394
H -1.606159 2.449976 -4.917415 0.276 -0.076 0.059 0.285
H -1.574879 0.010771 -4.635135 -0.228 -0.007 0.222 0.036
H -4.257118 1.183256 -5.413941 -0.511 -0.395 0.174 0.476
H -3.542091 1.297133 -3.797485 0.187 0.221 -0.181 0.103
H -3.990118 -0.283959 -4.286972 -0.520 -0.027 -0.551 -0.026
H -1.667758 -0.584717 -6.909320 0.054 0.086 0.107 0.331